ORCA calculation (ωB97M-V/def2-TZVPD) on a gas-phase ion, C5H11N6 (charge +1) in a non-equilibrium geometry.

Its HOMO-LUMO gap is 8.901 eV. For the highest occupied orbital energy, the calculation gives -12.61 eV. Its energy above the lowest of the compared OMol25 structures with the same formula, charge and spin is 167.8 kcal per mole. The value obtained for the electronic energy is -14291.183 eV. The charge is +1.

```
22
Properties=species:S:1:pos:R:3:forces:R:3
C -4.410109 -0.030909 -1.336494 -0.1794 -0.4152 -0.6564
C -3.720316 -0.013968 -0.372894 1.8153 0.3920 2.0655
C -0.372236 -0.209098 0.642562 -0.9936 1.6873 0.6518
C 4.058111 -1.152482 0.184426 -0.6285 -0.7237 -3.2157
C -2.804857 0.083832 0.814045 -1.3469 -1.4677 0.3003
N 0.808062 0.345044 0.490212 -1.3909 -2.4593 0.1572
N 1.885549 -0.421156 0.807986 1.8697 0.2390 0.8354
N 2.528327 0.146497 -1.284513 1.8406 -0.1878 0.3313
N 2.798615 -0.318848 -0.107185 -0.0744 -1.8458 -2.0231
N -1.478943 0.566055 0.520343 0.9062 -2.1250 0.3036
N -1.384241 1.809093 -0.090549 2.1542 -1.9913 -3.3916
H -4.925386 -0.251303 -2.224166 -0.5459 0.1626 -0.5109
H -0.414238 -1.253997 1.027291 -0.1713 1.0489 -0.4362
H 4.025232 -1.515099 1.144541 -0.2300 -0.2282 2.4610
H 4.015134 -2.146102 -0.451313 0.0491 2.3948 0.7301
H 4.951959 -0.542415 -0.003207 -0.4710 -0.2657 -0.0923
H -2.723086 -0.888366 1.335437 0.0862 0.1300 -0.6172
H -3.264624 0.663439 1.618199 0.0442 0.5773 -0.3003
H 3.362929 -0.021177 -1.930292 -1.1927 0.4338 1.3835
H 0.904746 1.223687 0.072117 0.2282 1.7863 -0.8486
H -2.128542 2.295371 0.230845 -2.6507 2.4933 1.8121
H -1.712087 1.631902 -1.087390 0.8817 0.3645 1.0605
```
Forces are in eV/Å.

ORCA calculation (ωB97M-V/def2-TZVPD) on 2 unconnected molecules or ions with the total composition C6H7BrCl2S in a non-equilibrium geometry.

Its HOMO-LUMO gap (alpha / beta) is 7.783 / 5.812 eV. For the highest occupied orbital energy (alpha / beta), the calculation gives -7.35 / -8.86 eV. The expectation value of S² is 2.0056. The value obtained for the electronic energy is -112253.376 eV. Its multiplicity is 3. The charge is 0.

```
17
Properties=species:S:1:pos:R:3:forces:R:3
C 0.717310 -0.585593 0.354270 -0.4772 1.8048 -2.0973
C 0.767856 0.895375 0.109901 1.0492 1.2380 -0.9098
C -2.453293 0.884918 -0.417478 -0.4839 -1.6228 1.5572
C 1.292580 -1.163760 1.526561 2.4949 -0.7021 -0.1315
C 0.849356 1.558877 -1.077869 -1.2104 -3.0985 0.5900
C 0.120174 -1.215074 -0.632330 -1.2773 0.4150 -2.0572
S -2.826310 1.276321 -1.957703 -0.3526 0.2495 -1.4961
Cl 0.924612 1.845407 1.565990 0.0253 0.1112 0.2307
Cl -2.901242 -0.608615 0.350110 -0.3321 0.1207 -0.4864
Br -0.210284 -3.003374 -0.986027 0.2339 -0.8319 0.4615
H 1.171829 -2.192975 1.474214 -0.6492 -2.1128 0.0356
H 0.817354 -0.814341 2.369075 -0.8117 0.8514 2.1616
H 2.395855 -1.109465 1.631770 -0.5296 0.7820 -0.1279
H -1.867250 1.430674 0.247486 0.8863 1.2804 0.5313
H 0.994571 2.625959 -1.142968 -0.1752 -0.0843 -0.1819
H 0.552247 0.844304 -1.930973 1.1194 1.9166 0.8424
H -0.345366 -0.668638 -1.484028 0.4903 -0.3170 1.0778
```
Forces are in eV/Å.

ORCA calculation (ωB97M-V/def2-TZVPD) on a molecular structure, C25H20Br2IIrN2O4.

Its HOMO-LUMO gap (alpha / beta) is 8.029 / 5.852 eV. For the highest occupied orbital energy (alpha / beta), the calculation gives -11.10 / -11.11 eV. Its energy above the lowest of the compared OMol25 structures with the same formula, charge and spin is 0.0 kcal per mole. The expectation value of S² is 0.7754. The value obtained for the electronic energy is -188438.795 eV. Its multiplicity is 2. The charge is +1.

```
55
Properties=species:S:1:pos:R:3:forces:R:3
Ir 0.142897 1.238686 -0.014570 -0.4077 0.1302 -0.0792
C 3.907097 3.000288 -1.000898 -0.0007 -0.0042 -0.0213
C 2.868046 2.099549 -0.419358 0.0415 -0.0809 0.0637
O 1.672881 2.435039 -0.595665 0.0343 -0.1047 -0.1456
C 3.321028 0.940106 0.303686 -0.0109 0.0555 -0.0235
C 2.612471 0.002030 1.016817 0.0105 -0.0302 0.0488
C 3.309803 -1.097213 1.750844 0.0096 0.0097 -0.0018
N 1.254331 0.032850 1.069936 -0.0356 0.0362 0.0368
N 0.626405 -0.908680 1.748755 -0.0039 -0.0133 -0.0116
C -0.708445 -0.873551 1.531462 -0.0284 -0.0341 -0.0211
O -1.248200 -0.041293 0.727827 0.0434 0.1225 0.0371
C -1.552284 -1.838236 2.236414 0.0222 0.0092 -0.0105
C -0.999764 -2.716147 3.170575 0.0026 -0.0104 -0.0013
C -1.817677 -3.611887 3.835794 0.0050 -0.0027 -0.0010
C -3.180292 -3.637741 3.569126 -0.0013 0.0024 -0.0019
C -3.732097 -2.766634 2.636990 0.0017 -0.0037 -0.0038
C -2.922522 -1.865816 1.970573 0.0033 0.0009 0.0079
H 3.437170 3.775404 -1.598410 0.0009 0.0111 0.0103
H 4.588716 2.416948 -1.621911 0.0075 0.0070 0.0020
H 4.498559 3.451081 -0.201567 0.0032 -0.0048 -0.0012
H 4.394939 0.815552 0.308713 0.0023 0.0086 0.0078
H 4.380154 -1.050419 1.572684 0.0023 0.0033 0.0099
H 2.925023 -2.065213 1.431297 0.0054 -0.0005 -0.0045
H 3.116678 -1.016627 2.821114 -0.0107 -0.0077 -0.0018
H 0.062669 -2.688904 3.366119 -0.0022 -0.0002 0.0009
H -1.394015 -4.293181 4.560867 -0.0001 0.0008 0.0002
H -3.816226 -4.342344 4.088610 -0.0007 0.0007 0.0001
H -4.793153 -2.795917 2.430211 -0.0011 0.0025 0.0002
H -3.335627 -1.184083 1.240196 -0.0046 0.0002 -0.0006
Br -0.445381 2.915110 1.764317 0.0206 0.0206 0.1364
C -2.317822 3.087773 1.377358 -0.0621 -0.1050 -0.0461
C -3.163590 3.279911 2.450014 -0.0746 0.0191 0.0595
C -4.530648 3.371273 2.215244 0.0815 0.0062 0.0325
C -5.022425 3.256502 0.927041 0.0011 0.0013 -0.0800
C -4.155265 3.064425 -0.142160 -0.0815 0.0426 0.0405
C -2.790961 2.981780 0.078969 0.0906 0.2076 -0.0848
I -1.488932 2.711864 -1.544900 0.0362 -0.3300 0.2197
H -2.769766 3.351120 3.454582 0.0003 -0.0103 0.0004
H -5.203521 3.523414 3.047546 0.0005 -0.0074 0.0028
H -6.086390 3.314622 0.743307 -0.0013 0.0053 0.0022
H -4.544013 2.977096 -1.147912 -0.0084 0.0000 0.0037
Br 1.274020 0.947078 -5.844786 0.0023 -0.0092 -0.0103
C 1.687028 -0.600938 -4.840486 -0.0032 0.0181 -0.0298
C 2.302822 -1.624639 -5.549271 -0.0023 -0.0036 0.0006
C 2.639789 -2.810187 -4.920420 -0.0041 0.0104 0.0016
C 2.358531 -2.985111 -3.573503 -0.0105 0.0036 0.0056
C 1.743792 -1.967108 -2.870918 -0.0006 -0.0073 0.0214
C 1.398492 -0.757442 -3.481600 -0.0088 0.0701 -0.0031
C 0.764199 0.306860 -2.639856 -0.3914 -0.1396 0.0396
O 0.560559 1.449010 -3.012317 0.1486 0.1051 -0.1310
O 0.417180 -0.120363 -1.438627 0.5740 -0.0070 -0.0811
H 2.512182 -1.482791 -6.599933 0.0000 0.0004 0.0008
H 3.118797 -3.596841 -5.488091 0.0009 0.0005 0.0005
H 2.612188 -3.911136 -3.075770 0.0000 0.0024 -0.0003
H 1.510574 -2.094931 -1.824057 0.0046 0.0027 0.0037
```
Forces are in eV/Å.

ORCA calculation (ωB97M-V/def2-TZVPD) on 2 unconnected molecules or ions with the total composition C4H12O3 in a non-equilibrium geometry.

Its HOMO-LUMO gap (alpha / beta) is 12.181 / 5.864 eV. For the highest occupied orbital energy (alpha / beta), the calculation gives -15.17 / -15.02 eV. Its energy above the lowest of the compared OMol25 structures with the same formula, charge and spin is 23.6 kcal per mole. The expectation value of S² is 0.7548. The value obtained for the electronic energy is -10475.240 eV. Its multiplicity is 2. The charge is +1.

```
19
Properties=species:S:1:pos:R:3:forces:R:3
C 0.940188 -1.158276 -0.961162 -0.0118 -2.0069 -1.3556
O -0.170357 -1.444086 -1.777549 0.3283 0.4408 1.2559
C 0.363598 -0.927778 0.473576 -0.3197 0.8225 0.8302
C 0.517564 0.557044 0.881119 -0.7359 0.6081 -1.2304
C 0.321140 0.744939 2.361213 0.2922 -0.3086 0.5539
O -0.486312 1.336598 0.192092 0.8250 -0.4879 -0.3502
H 1.521202 -0.362321 -1.428116 -0.0858 0.4511 0.5237
H 1.475124 -2.110163 -0.909575 0.2992 0.3348 -0.1940
H -0.723070 -0.583321 -1.880311 -0.4906 0.4192 -0.7257
H 0.875714 -1.586339 1.171952 0.1915 -0.1694 -0.1904
H -0.692675 -1.226226 0.484695 0.1468 0.1140 0.1552
H 1.445922 0.940552 0.453127 0.1334 0.0079 0.5491
H 1.166644 0.396394 2.957094 -0.0576 -0.2153 -0.1236
H -0.573687 0.184798 2.646004 0.0224 0.1472 0.2715
H 0.191706 1.798411 2.609981 -0.1066 -0.0380 -0.2521
H -1.313030 0.902652 0.384985 -0.7964 0.0639 0.2936
H -1.570285 1.407392 -1.966630 0.1916 0.4520 -0.1645
H -1.556016 0.576227 -3.320965 -0.2372 0.5085 0.0377
O -1.733370 0.553502 -2.371530 0.4114 -1.1438 0.1156
```
Forces are in eV/Å.

Repeat the second record exactly.
ORCA calculation (ωB97M-V/def2-TZVPD) on 2 unconnected molecules or ions with the total composition C6H7BrCl2S in a non-equilibrium geometry.

Its HOMO-LUMO gap (alpha / beta) is 7.783 / 5.812 eV. For the highest occupied orbital energy (alpha / beta), the calculation gives -7.35 / -8.86 eV. The expectation value of S² is 2.0056. The value obtained for the electronic energy is -112253.376 eV. Its multiplicity is 3. The charge is 0.

```
17
Properties=species:S:1:pos:R:3:forces:R:3
C 0.717310 -0.585593 0.354270 -0.4772 1.8048 -2.0973
C 0.767856 0.895375 0.109901 1.0492 1.2380 -0.9098
C -2.453293 0.884918 -0.417478 -0.4839 -1.6228 1.5572
C 1.292580 -1.163760 1.526561 2.4949 -0.7021 -0.1315
C 0.849356 1.558877 -1.077869 -1.2104 -3.0985 0.5900
C 0.120174 -1.215074 -0.632330 -1.2773 0.4150 -2.0572
S -2.826310 1.276321 -1.957703 -0.3526 0.2495 -1.4961
Cl 0.924612 1.845407 1.565990 0.0253 0.1112 0.2307
Cl -2.901242 -0.608615 0.350110 -0.3321 0.1207 -0.4864
Br -0.210284 -3.003374 -0.986027 0.2339 -0.8319 0.4615
H 1.171829 -2.192975 1.474214 -0.6492 -2.1128 0.0356
H 0.817354 -0.814341 2.369075 -0.8117 0.8514 2.1616
H 2.395855 -1.109465 1.631770 -0.5296 0.7820 -0.1279
H -1.867250 1.430674 0.247486 0.8863 1.2804 0.5313
H 0.994571 2.625959 -1.142968 -0.1752 -0.0843 -0.1819
H 0.552247 0.844304 -1.930973 1.1194 1.9166 0.8424
H -0.345366 -0.668638 -1.484028 0.4903 -0.3170 1.0778
```
Forces are in eV/Å.